No. 1
Entry from the OMol25 dataset: a cluster of 2 separate species, C8H12 in total in a non-equilibrium geometry (wB97M-V/def2-TZVPD).

XYZ file:
```
20
Properties=species:S:1:pos:R:3:nbo_charge:R:1
C -2.453 -0.802 0.524 -0.181
C -2.558 -0.232 -0.672 -0.199
C 2.260 -1.273 -0.188 -0.404
C 1.463 -0.353 -0.715 -0.223
C -1.355 -0.997 -0.406 -0.164
C 0.042 1.564 -0.737 -0.650
C 0.646 0.490 1.524 -0.647
C 0.362 0.273 0.033 -0.059
H -2.963 -0.934 1.551 0.244
H -3.082 0.439 -1.416 0.243
H 2.911 -1.983 -0.687 0.198
H 2.328 -1.368 0.908 0.176
H 1.429 -0.317 -1.739 0.191
H -1.088 -1.944 -0.852 0.192
H 0.975 2.238 -0.637 0.214
H -0.848 2.279 -0.366 0.210
H -0.157 1.326 -1.867 0.215
H 0.023 1.402 1.867 0.215
H 0.414 -0.474 2.192 0.216
H 1.650 0.664 1.683 0.213
```

As for the relative energy (zero: lowest compared OMol25 entry of this formula, charge and spin): 121.7 kcal per mole. For the orbital gap, the calculation gives 8.5 eV. For the largest force on an atom, the calculation gives 0.0848 hartree/bohr.

No. 2
Entry from the OMol25 dataset: an isolated molecule of C8H12 in a non-equilibrium geometry (wB97M-V/def2-TZVPD).

XYZ file:
```
20
Properties=species:S:1:pos:R:3:nbo_charge:R:1
C 0.726 2.385 -0.972 -0.176
C 1.507 1.833 0.183 -0.230
C 0.832 0.991 1.268 -0.459
C -0.492 0.456 0.814 -0.203
C 1.538 1.410 -1.261 -0.187
C -2.048 -1.072 -0.348 -0.633
C 0.400 -1.642 -0.212 -0.655
C -0.691 -0.681 0.162 0.036
H -0.001 3.100 -1.269 0.221
H 2.343 2.412 0.574 0.177
H 0.677 1.622 2.147 0.211
H 1.500 0.180 1.564 0.205
H -1.338 1.100 1.006 0.193
H 1.958 0.747 -1.974 0.221
H -2.077 -0.942 -1.432 0.211
H -2.830 -0.455 0.088 0.213
H -2.257 -2.118 -0.135 0.208
H 0.374 -2.520 0.436 0.219
H 0.249 -1.981 -1.237 0.213
H 1.383 -1.190 -0.136 0.215
```

As for the relative energy (zero: lowest compared OMol25 entry of this formula, charge and spin): 46.9 kcal per mole. For the orbital gap, the calculation gives 9.9 eV. For the largest force on an atom, the calculation gives 0.0271 hartree/bohr. The structure (SMILES) is CC(C)=CCC1C=C1.

Please write out number 2 again, unchanged.
Entry from the OMol25 dataset: an isolated molecule of C8H12 in a non-equilibrium geometry (wB97M-V/def2-TZVPD).

XYZ file:
```
20
Properties=species:S:1:pos:R:3:nbo_charge:R:1
C 0.726 2.385 -0.972 -0.176
C 1.507 1.833 0.183 -0.230
C 0.832 0.991 1.268 -0.459
C -0.492 0.456 0.814 -0.203
C 1.538 1.410 -1.261 -0.187
C -2.048 -1.072 -0.348 -0.633
C 0.400 -1.642 -0.212 -0.655
C -0.691 -0.681 0.162 0.036
H -0.001 3.100 -1.269 0.221
H 2.343 2.412 0.574 0.177
H 0.677 1.622 2.147 0.211
H 1.500 0.180 1.564 0.205
H -1.338 1.100 1.006 0.193
H 1.958 0.747 -1.974 0.221
H -2.077 -0.942 -1.432 0.211
H -2.830 -0.455 0.088 0.213
H -2.257 -2.118 -0.135 0.208
H 0.374 -2.520 0.436 0.219
H 0.249 -1.981 -1.237 0.213
H 1.383 -1.190 -0.136 0.215
```

As for the relative energy (zero: lowest compared OMol25 entry of this formula, charge and spin): 46.9 kcal per mole. For the orbital gap, the calculation gives 9.9 eV. For the largest force on an atom, the calculation gives 0.0271 hartree/bohr. The structure (SMILES) is CC(C)=CCC1C=C1.